68
Properties=species:S:1:pos:R:3:nbo_charge:R:1 method="wB97M-V/def2-TZVPD" gap_ha=0.31284 charge=0 smiles="COCCNC(=O)CCCn1c(=O)c2cc(OC)c(OC)cc2n(CC(=O)c2cccc(OC)c2)c1=O" largest_force_ev_per_a=0.921 relative_energy_kj_mol=6.3
C -2.8358 -2.7203 -2.3223 -0.25
O -3.7644 -2.0627 -1.5051 -0.55
C -4.0919 -2.7935 -0.3425 -0.07
C -5.0427 -1.9587 0.5121 -0.24
N -4.4137 -0.7199 0.9024 -0.63
C -4.9329 0.4712 0.5325 0.68
O -6.0587 0.5902 0.0919 -0.63
C -4.0504 1.6933 0.7714 -0.50
C -2.5468 1.4681 0.6406 -0.41
C -2.1937 0.8490 -0.7147 -0.25
N -0.8148 0.3649 -0.7382 -0.45
C -0.5309 -0.7543 0.0241 0.69
O -1.3996 -1.2963 0.6878 -0.65
C 0.8475 -1.2055 -0.0290 -0.24
C 1.2299 -2.3253 0.7234 -0.23
C 2.5296 -2.7707 0.7212 0.23
O 3.0054 -3.8301 1.4202 -0.48
C 2.1062 -4.5410 2.2380 -0.25
C 3.4879 -2.0804 -0.0734 0.40
O 4.7412 -2.5704 -0.0215 -0.48
C 5.7559 -1.9380 -0.7697 -0.26
C 3.1052 -0.9838 -0.8233 -0.41
C 1.7856 -0.5240 -0.8020 0.29
N 1.3873 0.5875 -1.5230 -0.44
C 2.3808 1.3910 -2.2099 -0.34
C 3.3796 1.9826 -1.2091 0.59
O 4.5684 1.9792 -1.4123 -0.52
C 2.7309 2.4599 0.0337 -0.15
C 3.2053 2.0157 1.2621 -0.20
C 2.5171 2.3507 2.4169 -0.19
C 1.3773 3.1248 2.3545 -0.26
C 0.9135 3.6037 1.1249 0.39
O -0.2156 4.3509 1.1558 -0.51
C -0.7127 4.8764 -0.0594 -0.27
C 1.6016 3.2720 -0.0345 -0.31
C 0.0958 1.0653 -1.4961 0.82
O -0.2199 2.0607 -2.1204 -0.65
H -3.2260 -3.6835 -2.6746 0.17
H -1.8929 -2.8995 -1.7879 0.16
H -2.6529 -2.0703 -3.1760 0.19
H -4.5688 -3.7479 -0.6133 0.17
H -3.1743 -3.0083 0.2266 0.18
H -5.9386 -1.6980 -0.0570 0.24
H -5.3284 -2.5375 1.3974 0.19
H -3.4329 -0.7982 1.1351 0.42
H -4.2757 2.0673 1.7734 0.23
H -4.3821 2.4522 0.0602 0.23
H -2.0317 2.4238 0.7546 0.22
H -2.1935 0.8184 1.4428 0.21
H -2.8443 -0.0020 -0.9312 0.25
H -2.2953 1.5846 -1.5129 0.24
H 0.4591 -2.8060 1.3034 0.25
H 1.3003 -4.9919 1.6506 0.18
H 2.6959 -5.3270 2.7061 0.20
H 1.6751 -3.8988 3.0123 0.18
H 6.6698 -2.4806 -0.5355 0.21
H 5.5610 -2.0052 -1.8444 0.18
H 5.8743 -0.8878 -0.4870 0.19
H 3.8436 -0.4806 -1.4196 0.24
H 1.8408 2.2017 -2.7098 0.28
H 2.9046 0.8035 -2.9686 0.23
H 4.0860 1.3939 1.3003 0.22
H 2.8717 1.9978 3.3733 0.22
H 0.8257 3.3820 3.2447 0.23
H -0.9046 4.0902 -0.7952 0.20
H -0.0203 5.6098 -0.4834 0.18
H -1.6475 5.3710 0.1985 0.20
H 1.2741 3.6448 -0.9903 0.24

***

70
Properties=species:S:1:pos:R:3:nbo_charge:R:1 method="wB97M-V/def2-TZVPD" gap_ha=0.21056 charge=0 largest_force_ev_per_a=1.321 relative_energy_kj_mol=125.9
Ti -0.3674 1.0157 0.1876 1.30
S 0.9460 -2.6018 0.4545 -0.44
C -0.4861 -3.5018 0.0925 -0.16
C -0.6000 -4.8441 0.5213 -0.18
C -1.6872 -5.6321 0.2091 -0.22
C -2.7286 -5.1251 -0.5673 -0.27
C -2.6563 -3.8143 -0.9924 -0.20
C -1.5749 -3.0009 -0.6455 -0.26
S -1.6572 -1.3099 -1.2414 0.38
C -3.0764 -0.8336 -0.2392 -0.58
C -2.7019 -0.8027 1.2144 0.27
C -3.6414 -0.9940 2.2147 -0.26
C -3.2307 -0.9212 3.5380 -0.12
C -1.8905 -0.7012 3.8252 -0.26
C -1.0100 -0.5344 2.7686 0.28
C 0.4592 -0.3502 2.9599 -0.57
S 1.1068 1.0596 1.9952 -0.22
C 0.3348 2.9205 -0.2343 -0.42
C 1.2462 3.8713 0.1956 -0.15
C 1.2412 5.1337 -0.3930 -0.26
C 0.3267 5.4330 -1.3982 -0.20
C -0.5858 4.4829 -1.8431 -0.24
C -0.5668 3.2218 -1.2563 -0.17
S -1.6100 1.8541 -1.7123 -0.24
N -1.4226 -0.5466 1.4996 -0.53
H 0.2158 -5.2474 1.1060 0.21
H -1.7184 -6.6570 0.5605 0.21
H -3.5725 -5.7436 -0.8461 0.21
H -3.4430 -3.4046 -1.6175 0.21
H -3.9144 -1.5118 -0.3903 0.24
H -3.3986 0.1592 -0.5634 0.26
H -4.6724 -1.1970 1.9573 0.22
H -3.9495 -1.0476 4.3378 0.22
H -1.5274 -0.6689 4.8428 0.22
H 0.9380 -1.2595 2.5870 0.29
H 0.7083 -0.1959 4.0080 0.22
H 1.9516 3.6408 0.9867 0.21
H 1.9505 5.8885 -0.0751 0.21
H 0.3335 6.4169 -1.8525 0.21
H -1.2807 4.7107 -2.6432 0.22
C -0.8832 4.0132 3.1834 -0.42
N -1.9789 4.1753 2.2404 -0.59
C -2.3158 3.2256 1.3538 0.84
N -3.3124 3.4886 0.4798 -0.81
O -1.7535 2.1086 1.3765 -0.73
H -0.0312 4.6312 2.8979 0.21
H -0.5632 2.9758 3.1614 0.25
H -1.2088 4.2814 4.1878 0.20
H -2.4325 5.0694 2.1734 0.39
H -3.5669 4.4490 0.3195 0.39
H -3.2643 2.8993 -0.3486 0.43
C 4.1047 -3.0485 -1.5884 -0.63
C 4.5986 -2.1327 -2.7018 -0.22
C 3.9778 -2.4920 -4.0465 -0.61
C 4.4049 -0.6598 -2.3380 -0.21
N 3.0235 -0.2862 -2.0414 -0.18
C 2.4230 -0.0719 -0.8808 0.27
N 1.1797 0.2691 -1.1350 -0.40
N 1.0343 0.2695 -2.4750 0.00
N 2.1336 -0.0506 -3.0298 -0.04
H 4.3748 -4.0831 -1.8034 0.22
H 3.0197 -3.0014 -1.4690 0.25
H 4.5433 -2.7829 -0.6219 0.20
H 5.6859 -2.2428 -2.7867 0.20
H 2.8951 -2.3606 -4.0302 0.22
H 4.1835 -3.5370 -4.2819 0.21
H 4.3785 -1.8734 -4.8525 0.21
H 4.7262 -0.0044 -3.1469 0.22
H 4.9836 -0.4177 -1.4473 0.22
H 2.8521 -0.1726 0.1004 0.27

***

84
Properties=species:S:1:pos:R:3:lowdin_charge:R:1 method="wB97M-V/def2-TZVPD" gap_ha="0.26298 / 0.17610" charge=+5 multiplicity=9 largest_force_ev_per_a=3.320
Pd -0.0173 3.7055 0.9306 0.85
Pd 4.7427 -1.8391 -1.5084 0.81
Pd -0.3294 1.8669 4.8819 0.86
Pd 4.8097 -3.5379 1.4907 0.85
C 4.2187 2.2477 -3.3678 -0.03
C 4.1269 1.4655 -2.0600 -0.32
O 4.8941 0.3289 -2.1198 -0.06
H 3.7674 3.2136 -3.0917 0.09
H 3.5527 1.8914 -4.1445 0.08
H 5.2651 2.4695 -3.5421 0.10
H 3.1337 1.2815 -1.6344 0.09
H 4.6470 2.0431 -1.2646 0.17
C 1.2077 -1.3570 2.4551 0.12
C 0.5026 -0.1090 2.3095 -0.29
C 0.2761 0.4599 0.8875 -0.26
O -0.3061 1.5348 0.7994 0.03
C 1.0014 -0.1630 -0.1890 0.17
C 1.8406 -1.2947 0.0457 -0.31
C 1.9286 -1.9363 1.3998 -0.35
O 2.5639 -3.0184 1.5876 -0.12
O 2.5431 -1.6376 -0.9184 -0.03
O 0.2434 0.6293 3.2413 -0.02
H 1.2298 -1.7452 3.4657 0.14
H 0.9680 0.3437 -1.1445 0.14
C -0.3462 -6.6601 2.2726 0.02
C -0.5932 -5.1665 2.4278 -0.05
O -1.4209 -5.0640 3.6130 0.18
C -1.3922 -6.2384 4.1643 -0.44
O -1.9883 -6.4269 5.2793 0.49
O -0.6455 -7.1235 3.6436 0.21
H 0.6602 -6.9461 1.9961 0.16
H -1.0927 -7.0532 1.5859 0.16
H -1.0524 -4.8270 1.5015 0.14
H 0.3163 -4.5851 2.5837 0.13
C -4.5894 1.8562 -0.6504 -0.07
C -5.3106 2.8691 0.2699 -0.05
O -4.2278 3.6861 0.7180 0.12
C -3.1074 3.3933 0.0914 -0.56
O -2.0874 4.0228 0.2591 0.04
O -3.3070 2.4780 -0.8522 0.07
H -5.1122 1.5948 -1.5639 0.14
H -4.4195 0.9265 -0.1040 0.13
H -5.7423 2.3067 1.0906 0.14
H -6.0347 3.4799 -0.2595 0.15
C 0.1982 -3.8043 -1.9668 -0.15
C 0.8359 -4.8813 -1.0397 -0.13
O -0.0806 -5.9578 -1.0501 0.05
C -1.0779 -5.7060 -1.9572 -0.52
O -1.9019 -6.4507 -2.3100 0.25
O -1.0134 -4.3812 -2.3220 0.08
H 0.9171 -3.5053 -2.7299 0.13
H 0.0930 -2.9058 -1.3452 0.10
H 1.1445 -4.5090 -0.0623 0.09
H 1.7546 -5.2032 -1.5405 0.13
C -1.2429 6.4817 -3.0865 -0.06
C 0.2418 6.8126 -3.1809 -0.09
O 0.7929 5.8374 -2.2900 0.08
C -0.0124 4.7676 -2.2678 -0.57
O 0.2474 3.8227 -1.5672 0.06
O -1.1406 5.0313 -2.9604 0.03
H -1.6332 6.7627 -4.0663 0.14
H -1.8533 6.9118 -2.3012 0.15
H 0.3789 7.7898 -2.7048 0.15
H 0.6803 6.9702 -4.1646 0.15
C 0.6106 -1.9610 8.7596 -0.04
C 1.9482 -2.3654 8.0463 -0.05
O 2.0474 -1.4109 6.9630 0.07
C 0.9403 -0.6755 6.9116 -0.58
O 0.8458 0.3496 6.2859 0.06
O 0.0179 -1.0820 7.7784 0.08
H 0.8362 -1.3932 9.6542 0.15
H 0.0244 -2.8653 8.8441 0.14
H 1.8140 -3.3491 7.6049 0.13
H 2.7959 -2.2762 8.7137 0.14
C -1.4578 2.4853 -5.2889 -0.03
C -1.3816 3.9221 -5.8127 -0.02
O -1.3752 3.7356 -7.2512 0.21
C -1.5034 2.4953 -7.4950 -0.43
O -1.4519 2.0042 -8.6761 0.50
O -1.5282 1.6857 -6.4935 0.18
H -2.3531 2.3535 -4.6816 0.15
H -0.6551 2.1886 -4.6173 0.14
H -0.5386 4.4526 -5.3853 0.13
H -2.2817 4.4574 -5.5238 0.15